{
  "formula": "C34H45Br3N2O3SSiV",
  "method": "ωB97M-V/def2-TZVPD",
  "max_force_ev_per_a": 0.93,
  "multiplicity": 2,
  "homo_energy_ev": [-13.10, -13.25],
  "orbital_gap_ev": [5.798, 6.718],
  "charge": 2,
  "de_lowest_kj_mol": 64.5,
  "elements": ["V", "C", "C", "C", "C", "C", "Br", "N", "C", "H", "H", "H", "H", "H", "H", "Br", "C", "C", "C", "C", "C", "C", "C", "C", "C", "C", "H", "H", "H", "H", "H", "H", "C", "C", "C", "C", "C", "Br", "N", "C", "H", "H", "H", "H", "H", "H", "C", "C", "C", "C", "O", "Si", "S", "O", "C", "C", "C", "C", "O", "C", "C", "C", "C", "H", "H", "H", "H", "H", "H", "H", "H", "H", "H", "H", "H", "H", "H", "H", "H", "H", "H", "H", "H", "H", "H", "H", "H", "H", "H", "H"],
  "positions_angstrom": [[1.820322, 0.122174, 0.649649], [3.185059, 3.595940, -3.272139], [3.632110, 3.084347, -1.939076], [4.796178, 3.521063, -1.315955], [5.139206, 3.013526, -0.079025], [4.318829, 2.060678, 0.500133], [4.784132, 1.439782, 2.213032], [3.208767, 1.594805, -0.078133], [2.882117, 2.128632, -1.273609], [3.847503, 4.380241, -3.630579], [2.176734, 4.002179, -3.214642], [3.182512, 2.793625, -4.010401], [5.425450, 4.263117, -1.786685], [6.021507, 3.347622, 0.442595], [1.966444, 1.762178, -1.714694], [3.161830, -0.845639, -2.694027], [2.993679, -2.513485, -1.804697], [2.962804, -3.629512, -2.593847], [3.065252, -4.908392, -2.017496], [3.282478, -5.027862, -0.677016], [3.325343, -3.882727, 0.154352], [3.657315, -4.021318, 1.525886], [3.753255, -2.934607, 2.343712], [3.392304, -1.671985, 1.831078], [3.011699, -1.494989, 0.525776], [3.091754, -2.588727, -0.391871], [2.911191, -3.526291, -3.667687], [3.033085, -5.780737, -2.652996], [3.447818, -5.996634, -0.229450], [3.872980, -5.011333, 1.902057], [4.063019, -3.032817, 3.373822], [3.347337, -0.848549, 2.542277], [-0.760258, -4.082152, 3.349441], [-0.314951, -2.654420, 3.311739], [-0.458646, -1.797933, 4.404336], [-0.033257, -0.477062, 4.338977], [0.524225, -0.082420, 3.144636], [1.190558, 1.669420, 2.793993], [0.675341, -0.865094, 2.088224], [0.271142, -2.134811, 2.165343], [-1.137166, -4.349064, 4.332812], [0.067088, -4.748111, 3.106304], [-1.553339, -4.257795, 2.622566], [-0.901326, -2.166439, 5.320258], [-0.128581, 0.202317, 5.171421], [0.440139, -2.739114, 1.279779], [-1.502761, 4.176463, 1.503488], [-2.216023, 2.841197, 1.376338], [-3.538921, 2.988900, 0.644325], [-2.423823, 2.176751, 2.727610], [-1.300460, 1.986125, 0.596141], [-1.715580, 0.755828, -0.349242], [0.326779, -0.155986, -0.770160], [-2.269508, 1.018265, -1.812858], [-1.949609, 1.761881, -3.025509], [-1.193460, 0.815345, -3.947023], [-1.103394, 2.975589, -2.670618], [-3.286868, 2.171290, -3.618039], [-2.472847, -0.403087, 0.443174], [-3.291225, -1.539115, 0.035595], [-2.542208, -2.317782, -1.033472], [-3.477914, -2.365888, 1.297299], [-4.612240, -1.000224, -0.482187], [-2.144521, 4.900720, 2.001922], [-1.246068, 4.565329, 0.519785], [-0.590646, 4.073920, 2.087821], [-4.218701, 3.600466, 1.236844], [-4.020588, 2.022345, 0.495004], [-3.405467, 3.471382, -0.322131], [-3.045388, 2.806879, 3.361542], [-1.471053, 2.030764, 3.229412], [-2.914757, 1.211697, 2.612790], [-0.228657, 0.535079, -3.522187], [-1.014789, 1.294321, -4.907448], [-1.772598, -0.089926, -4.120416], [-0.230713, 2.683409, -2.084608], [-1.672179, 3.705702, -2.097472], [-0.757787, 3.458659, -3.583265], [-3.868024, 1.295273, -3.897126], [-3.129938, 2.776818, -4.508380], [-3.859603, 2.757619, -2.900810], [-1.555788, -2.609385, -0.673962], [-2.428360, -1.728826, -1.942451], [-3.090512, -3.223577, -1.283033], [-2.514281, -2.722127, 1.659370], [-4.109481, -3.226920, 1.093521], [-3.946815, -1.771313, 2.078055], [-4.452451, -0.362513, -1.348212], [-5.122676, -0.431406, 0.291782], [-5.259038, -1.821547, -0.781381]],
  "forces_ev_per_a": [[0.5, -0.7, 0.1], [0.0, 0.0, -0.1], [0.0, -0.1, 0.2], [-0.1, -0.1, 0.0], [-0.1, -0.1, 0.1], [0.2, 0.1, 0.1], [0.1, 0.0, 0.0], [0.0, 0.1, 0.0], [0.0, 0.2, -0.2], [0.0, 0.0, 0.0], [-0.1, 0.0, 0.0], [0.0, 0.0, 0.0], [0.0, 0.0, 0.0], [0.1, 0.0, 0.0], [0.1, 0.0, 0.0], [-0.1, 0.0, 0.1], [0.0, 0.0, -0.1], [0.0, 0.1, 0.1], [0.0, 0.0, 0.1], [0.0, 0.1, 0.0], [0.0, 0.0, 0.0], [0.0, 0.1, 0.0], [0.0, 0.0, 0.0], [-0.2, 0.0, 0.1], [-0.1, 0.3, -0.2], [0.1, 0.0, -0.1], [0.0, 0.0, 0.0], [0.0, 0.0, 0.0], [0.0, -0.1, 0.0], [0.0, -0.1, 0.0], [0.0, 0.0, 0.0], [0.0, 0.0, 0.0], [0.0, -0.1, 0.0], [0.1, 0.1, 0.0], [0.0, 0.0, -0.1], [0.1, 0.0, -0.2], [-0.2, 0.1, 0.1], [0.2, 0.0, 0.1], [-0.1, 0.1, 0.3], [-0.1, -0.1, 0.0], [0.0, 0.0, 0.0], [0.0, 0.0, 0.0], [0.0, -0.1, 0.0], [0.0, 0.0, 0.0], [0.0, 0.0, 0.0], [0.0, 0.0, 0.0], [-0.1, -0.1, 0.0], [0.1, 0.0, 0.0], [0.0, 0.1, 0.0], [-0.1, 0.0, 0.0], [-0.1, 0.1, 0.1], [0.4, -0.1, 0.0], [0.0, 0.1, -0.4], [-0.2, -0.1, 0.0], [0.0, 0.0, 0.0], [-0.1, 0.0, 0.1], [-0.1, 0.0, 0.0], [0.1, 0.0, 0.0], [-0.1, 0.1, 0.3], [0.0, 0.0, 0.0], [-0.1, 0.0, 0.1], [0.0, 0.1, -0.1], [0.0, -0.1, 0.0], [0.0, 0.0, 0.0], [0.0, 0.0, -0.1], [0.1, 0.0, 0.0], [0.0, 0.0, 0.0], [-0.1, -0.1, 0.0], [0.0, 0.0, -0.1], [0.0, 0.0, 0.0], [0.0, 0.0, 0.1], [0.0, -0.1, 0.0], [0.1, 0.0, 0.0], [0.0, 0.0, -0.1], [0.0, 0.0, 0.0], [0.1, 0.0, 0.0], [0.0, 0.0, 0.1], [0.0, 0.0, 0.0], [0.0, -0.1, 0.0], [0.0, 0.0, -0.1], [0.0, 0.0, 0.0], [0.1, 0.0, 0.0], [0.0, 0.0, -0.1], [0.0, -0.1, -0.1], [0.0, 0.1, 0.0], [-0.1, -0.1, 0.0], [0.0, 0.1, 0.1], [0.0, 0.1, -0.1], [0.0, 0.1, 0.1], [-0.1, -0.1, 0.0]]
}